Record 1
Computed, not measured: a single C5H13N2S molecule in a non-equilibrium geometry, with ωB97M-V with the def2-TZVPD basis set.

Summary:
F_max = 3.8 eV/Å
<S²> = 0.753
relative energy (zero: lowest compared OMol25 entry of this formula, charge and spin) = 1.7494 eV
E_HOMO (alpha / beta) = -9.1 / -9.0 eV

Geometry as ORCA input:
```
! RIJCOSX wB97M-V def2-TZVPD def2/J DEFGRID3
* xyz 0 2
C 1.26 -1.50 -1.59
C 0.45 1.64 0.42
N 0.32 -0.85 0.65
H -0.87 -0.94 -1.24
C -1.30 0.39 2.01
H -0.42 -2.46 -0.49
H 1.50 1.46 0.83
H -0.48 -0.09 2.56
N 0.43 2.21 -1.02
H 1.07 -1.65 -2.67
S -2.76 -0.81 1.73
H 1.83 -2.34 -1.31
C -0.43 0.43 0.61
H 1.72 -0.52 -1.59
C 0.00 -1.44 -0.66
H -1.71 1.29 2.33
H 0.14 -1.55 1.41
H 1.04 1.69 -1.65
H -1.26 0.50 -0.13
H -0.54 2.12 -1.26
H 0.01 2.41 1.06
*
```

Record 2
Computed, not measured: a molecular structure, C11H22F2N3O7Tl, with ωB97M-V with the def2-TZVPD basis set.

Summary:
F_max = 0.8 eV/Å
E_HOMO (alpha / beta) = -1.1 / -0.7 eV

Geometry as ORCA input:
```
! RIJCOSX wB97M-V def2-TZVPD def2/J DEFGRID3
* xyz -2 1
H 2.61 -0.76 -2.70
F 1.82 -0.78 3.56
H -0.77 -1.83 -0.12
H 4.87 -2.42 -0.73
O -1.85 1.68 1.65
H -0.97 1.21 -2.62
Tl 0.47 0.92 0.49
F 2.26 1.35 3.65
N 2.25 1.00 -1.70
C -2.74 2.04 0.85
H -2.38 -2.24 -1.63
H -3.34 2.09 -1.25
H 4.18 0.27 -0.42
H 3.42 -2.95 1.02
C -2.43 1.84 -0.67
C 4.20 -0.43 -1.26
H -2.35 0.17 -3.02
O 0.91 3.24 -0.47
C 1.32 0.45 3.16
H 1.48 -1.73 -0.18
O -1.55 -2.29 0.26
C -1.52 0.31 -2.31
N -1.97 0.49 -0.94
H 0.39 0.61 3.71
H -3.90 -0.34 -1.20
C -2.61 -1.95 -0.59
H 2.67 1.89 -1.47
H -3.28 -0.22 0.48
N 1.96 -1.45 0.66
C 3.18 0.08 -2.29
H 5.20 -0.40 -1.70
O -3.84 2.53 1.13
C -3.00 -0.46 -0.55
H 1.45 -1.77 1.47
C -0.52 -0.88 -2.45
C 3.94 -1.85 -0.74
O 0.65 3.56 -1.72
C 3.33 -1.91 0.67
O 0.15 -1.16 -1.42
H -1.64 2.54 -0.94
O -0.43 -1.44 -3.55
H 3.25 -2.36 -1.41
H 3.74 0.54 -3.14
H -3.48 -2.53 -0.27
H 3.91 -1.28 1.36
H 1.47 1.18 -2.32
*
```

Record 3
Computed, not measured: a molecular structure, C27H54AsF6O27Tl in a non-equilibrium geometry, with ωB97M-V with the def2-TZVPD basis set.

Summary:
F_max = 3.8 eV/Å
relative energy (zero: lowest compared OMol25 entry of this formula, charge and spin) = 6.8025 eV
E_HOMO = -13.7 eV

Geometry as ORCA input:
```
! RIJCOSX wB97M-V def2-TZVPD def2/J DEFGRID3
* xyz 2 1
H -3.20 5.09 -8.49
H -5.82 -9.03 -4.33
H 1.44 -3.86 -11.26
C -5.16 -6.45 -3.97
F -1.19 0.93 -0.78
O 0.71 -3.27 -9.46
C 3.63 4.04 6.86
O -4.79 -5.28 -4.57
H -1.30 -6.35 0.72
O -5.97 -7.09 -4.81
C -4.53 3.84 -6.05
H -1.11 -4.35 5.32
C 4.95 5.65 0.84
C 0.52 -3.52 -10.79
C 7.24 -3.99 -3.71
C -0.09 -5.19 3.09
H 7.14 -5.07 -3.77
H 5.17 6.41 1.60
C -7.89 7.83 2.31
H -1.39 1.30 8.23
H -4.20 3.66 -8.62
O 3.18 5.15 6.33
H 2.77 -3.60 -2.56
F -0.78 0.44 1.84
C 5.50 3.32 0.94
H 2.05 -0.27 -7.57
F 1.30 0.57 -1.11
C -6.62 -8.30 -4.49
H -7.17 -8.09 -3.58
O 3.72 2.88 6.37
H 6.83 1.79 -1.12
H -3.16 -4.84 -3.36
O -4.79 6.42 2.82
C 2.28 5.21 5.26
O 5.83 2.33 1.64
H -7.28 -8.49 -5.34
O -4.70 4.81 -6.96
H 2.96 -1.42 10.76
C 2.08 -2.06 10.79
H -4.91 5.19 -8.93
C -5.34 3.36 -3.84
H 3.95 5.82 0.44
O -5.01 4.26 -4.87
H -4.65 3.43 -2.99
H -7.85 8.26 1.32
H -0.63 0.39 7.00
H -2.80 6.00 2.56
C -1.75 -4.36 4.44
O -4.03 2.77 -6.24
C 3.32 -4.50 -2.85
C -4.04 -4.42 -3.86
C 0.76 -2.03 -8.96
O -1.31 -5.33 3.50
O 4.70 -4.31 -2.97
O -0.23 -0.16 8.95
H -4.54 -3.91 -3.04
H -1.89 -3.42 3.90
H -8.40 8.53 2.98
H 0.17 -2.64 -11.34
O 1.76 -0.94 8.15
H -3.79 -3.53 -4.45
H 4.15 2.79 9.30
H 3.23 -5.25 -2.06
As 0.24 0.50 0.31
F 1.68 0.08 1.30
H 2.61 6.18 4.89
H 5.97 2.81 -2.27
H -1.49 -7.29 2.21
O -6.59 7.56 2.75
O 6.80 -3.48 -2.48
H 5.57 3.74 9.54
H -2.69 -4.65 4.92
H 5.15 1.49 -1.28
H -3.68 5.41 1.21
O 5.48 3.37 -0.44
H 1.81 -2.13 11.84
O 0.52 -1.03 -9.59
Tl 5.08 -1.83 4.45
H -6.35 3.59 -3.49
H 6.80 -3.51 -4.58
C 4.92 3.33 8.76
O 0.17 -6.04 2.10
F 0.54 2.26 0.59
H 0.33 1.67 7.92
H 1.84 -1.30 -6.04
O 1.15 -2.15 -7.69
H 2.32 -3.06 10.42
O 5.10 -3.13 -1.02
C -0.77 -6.90 1.49
H -5.45 2.31 -4.09
C -0.42 0.88 7.95
O -4.90 -6.86 -2.84
H 2.35 4.48 4.45
H 5.52 2.66 8.14
H -3.83 4.56 2.75
H 0.50 -0.35 -6.78
F -0.07 -1.31 0.03
C 0.97 -0.85 9.07
O 5.25 4.48 1.52
C 1.41 -0.92 -6.97
H 1.28 5.24 5.70
C 5.51 -3.70 -2.03
C -5.69 6.91 2.03
H -0.27 -7.71 0.97
H -8.42 6.89 2.13
H -0.26 -4.27 -10.94
O 0.74 -4.42 3.56
C -3.75 5.54 2.28
C 5.89 2.30 -1.31
H 5.69 5.89 0.07
O 4.18 4.35 8.04
C -4.20 4.70 -8.27
O -5.89 6.78 0.82
H 3.00 -4.98 -3.77
O 1.00 -1.36 10.29
H 8.32 -3.82 -3.77
*
```

Record 4
Computed, not measured: a single C11H20N2O3 molecule, with ωB97M-V with the def2-TZVPD basis set.

Summary:
F_max = 0.8 eV/Å
relative energy (zero: lowest compared OMol25 entry of this formula, charge and spin) = 1.0196 eV
E_HOMO = -8.3 eV

Geometry as ORCA input:
```
! RIJCOSX wB97M-V def2-TZVPD def2/J DEFGRID3
* xyz 0 1
C 0.36 1.65 0.03
C -1.95 2.30 0.49
H -3.19 -1.26 1.43
H -4.01 1.89 0.07
C 1.43 0.70 0.44
H 5.35 -0.97 -0.34
H -1.94 -3.09 -1.72
H -0.80 -3.12 1.06
H -3.34 0.92 1.38
C 2.56 0.57 -0.24
H -0.51 -0.38 -1.57
O 0.48 2.40 -0.92
H -2.48 0.63 -1.52
C -3.13 1.33 0.39
O 3.51 -1.17 1.07
O 4.68 -0.33 -0.63
H -0.82 0.85 1.48
N -1.88 -0.75 -0.08
H -0.16 -1.78 -0.57
H -3.82 -0.31 -0.83
H -0.81 -2.41 -2.89
H 1.26 0.09 1.32
C -2.86 0.19 -0.60
H -2.16 3.07 1.24
C 3.60 -0.39 0.16
C -0.96 -1.25 -1.09
H -1.77 2.80 -0.47
H 2.76 1.18 -1.11
H -2.39 -1.66 -2.67
C -2.47 -1.76 0.77
C -1.44 -2.47 1.64
H -0.82 -1.75 2.16
H -1.95 -3.08 2.38
C -1.57 -2.16 -2.16
N -0.73 1.61 0.83
H -3.04 -2.51 0.19
*
```

Record 5
Computed, not measured: a molecular structure, BeH16O8 in a non-equilibrium geometry, with ωB97M-V with the def2-TZVPD basis set.

Summary:
F_max = 2.3 eV/Å
relative energy (zero: lowest compared OMol25 entry of this formula, charge and spin) = 0.5843 eV
E_HOMO = -18.9 eV

Geometry as ORCA input:
```
! RIJCOSX wB97M-V def2-TZVPD def2/J DEFGRID3
* xyz 2 1
H -14.66 -1.50 9.11
O -18.36 -3.64 11.18
H -16.03 -3.36 13.00
H -16.77 -4.55 12.42
H -18.76 -1.97 9.52
O -17.85 -1.75 9.69
H -14.06 -2.70 10.61
H -18.78 -4.38 10.74
H -16.23 -3.50 7.92
H -14.21 -4.11 10.09
H -16.10 -5.60 10.65
Be -16.56 -2.96 10.47
O -14.71 -3.39 10.48
H -17.65 -3.07 8.24
H -15.26 -1.88 12.19
H -16.12 -0.65 11.98
H -17.56 -1.30 8.90
O -16.13 -1.60 11.90
O -16.72 -5.10 10.12
H -16.03 -1.24 8.52
H -18.90 -3.49 11.95
O -15.59 -1.55 9.32
O -16.89 -3.52 8.61
O -16.29 -3.75 12.17
H -17.46 -5.69 10.00
*
```

Record 6
Computed, not measured: a molecular structure, C7H16Cl3O7V in a non-equilibrium geometry, with ωB97M-V with the def2-TZVPD basis set.

Summary:
F_max = 1.4 eV/Å
<S²> = 3.755
E_HOMO (alpha / beta) = -4.1 / -5.3 eV

Geometry as ORCA input:
```
! RIJCOSX wB97M-V def2-TZVPD def2/J DEFGRID3
* xyz -1 4
H -3.02 -1.01 -0.54
H -1.34 3.12 -1.45
H 0.18 -2.87 -0.22
H 1.26 -3.12 -1.62
C -1.75 3.12 -2.46
C -3.52 -1.05 -1.51
C 2.50 -0.11 2.55
H 3.57 2.88 2.54
H 1.19 -2.33 3.16
Cl -0.67 2.63 1.21
O 3.17 0.93 2.97
H -2.91 -1.69 -2.16
O -3.67 0.25 -2.09
H 2.43 2.07 1.38
H -4.52 -1.45 -1.43
H -2.19 4.11 -2.65
Cl -1.40 -1.31 1.36
V 0.02 0.38 0.24
O -1.62 0.76 -1.34
H 0.07 -1.06 -2.36
H 1.87 2.56 2.97
H -0.52 -3.10 -1.82
H -0.97 2.97 -3.21
C -2.61 1.03 -1.96
C 2.74 2.19 2.42
Cl 2.21 1.29 -1.09
H 2.72 -3.23 3.21
O -2.80 2.16 -2.63
O 2.95 -1.24 3.10
H 2.17 -2.51 1.66
O 0.38 -1.24 -1.47
O 1.59 -0.06 1.77
C 2.19 -2.40 2.74
C 0.32 -2.67 -1.28
*
```

Sequential molar mass output: 133.24, 550.69, 1204.00, 228.29, 153.13, 369.50 g mol⁻¹
Sequential electronic energy output: -19207.969, -40691.771, -165967.892, -20854.479, -17025.073, -85112.307 eV